Version 1
ORCA calculation (ωB97M-V/def2-TZVPD) on the molecule C3H3N3O.

Properties
* HOMO (alpha / beta): -7.98 / -7.30 eV
* molar mass: 97.08 g/mol
* frontier orbital gap (alpha / beta): 8.20 / 6.67 eV

ORCA input file:
```
! wB97M-V def2-TZVPD RIJCOSX def2/J DEFGRID3
* xyz 0 1
O -0.89646 0.77405 -3.08243
N 0.07552 -0.24439 -0.55697
N -1.31618 -0.95686 2.49555
N 0.83973 0.47433 -1.48435
C -0.57400 -0.48803 1.63869
C 0.03491 0.95270 -2.33934
C 0.20724 0.01717 0.77461
H -1.22904 -1.93904 2.70136
H 1.63226 0.81982 -1.09342
H 1.22602 0.59025 0.94629
*
```


Version 2
ORCA calculation (ωB97M-V/def2-TZVPD) on a cluster of 2 separate species, C3H3N3O in total.

Properties
* HOMO (alpha / beta): -9.99 / -9.54 eV
* molar mass: 97.08 g/mol
* frontier orbital gap (alpha / beta): 8.45 / 7.43 eV

ORCA input file:
```
! wB97M-V def2-TZVPD RIJCOSX def2/J DEFGRID3
* xyz 0 1
O 0.20620 -0.33692 0.06500
N -4.98856 -0.21326 0.03447
N 0.25043 3.12489 -0.09931
N -0.45166 0.82358 -0.15826
C -4.01490 0.38360 -0.02885
C 0.05994 1.99512 -0.04099
C 1.44945 -0.35996 0.46003
H 1.64479 -1.40275 0.62149
H 1.94616 0.48200 0.59789
H -3.14280 0.94174 -0.06203
*
```


Version 3
ORCA calculation (ωB97M-V/def2-TZVPD) on a cluster of 2 separate species, C3H3N3O in total.

Properties
* HOMO (alpha / beta): -8.69 / -9.06 eV
* molar mass: 97.08 g/mol
* frontier orbital gap (alpha / beta): 7.62 / 8.41 eV

ORCA input file:
```
! wB97M-V def2-TZVPD RIJCOSX def2/J DEFGRID3
* xyz 0 1
O -0.32393 -1.50423 0.19798
N -0.92596 -0.47359 -0.30214
N 0.84244 2.18719 -0.24420
N -3.07084 0.23265 0.53553
C -2.02239 -0.08634 0.25587
C 1.31838 2.98602 0.41689
C 0.58846 -2.12499 -0.42188
H 0.75362 -3.12688 0.01601
H 1.06152 -1.86176 -1.38710
H 1.77870 3.77192 0.93305
*
```


Version 4
ORCA calculation (ωB97M-V/def2-TZVPD) on the molecule C3H3N3O.

Properties
* HOMO: -8.86 eV
* molar mass: 97.08 g/mol
* frontier orbital gap: 7.93 eV

ORCA input file:
```
! wB97M-V def2-TZVPD RIJCOSX def2/J DEFGRID3
* xyz 0 1
O -1.75787 1.64636 1.94643
N -0.47115 0.43451 0.47213
N 1.23095 -1.18963 -0.52919
N -0.09101 0.67919 -0.70936
C -1.55676 1.29628 0.81480
C 1.04797 -2.04611 0.27760
C 0.89848 -0.12006 -1.20841
H 1.31058 0.07781 -2.18543
H -2.20519 1.59482 -0.02982
H 1.59400 -2.37316 1.15124
*
```


Compare the structures above. Which one is the least stable? version 2 is.